Record 1
Below is a molecular structure, C39H49Br3NO7OsPSi at a distorted geometry, with properties calculated with wB97M-V/def2-TZVPD.

Structure (ORCA input):
```
! RIJCOSX wB97M-V def2-TZVPD def2/J DEFGRID3
* xyz 2 5
Os -0.549 -0.952 -0.088
O -3.058 -0.352 1.256
N -2.538 -1.132 0.239
C -3.433 -1.989 -0.144
C -3.382 -3.005 -1.160
C -4.610 -3.628 -1.438
C -4.707 -4.629 -2.381
C -3.569 -5.049 -3.057
C -2.343 -4.455 -2.785
C -2.237 -3.431 -1.857
P -0.607 -2.633 -1.705
C -0.410 -1.896 -3.345
C -0.929 -0.604 -3.479
C -0.938 0.017 -4.714
C -0.428 -0.649 -5.820
C 0.092 -1.929 -5.689
C 0.102 -2.560 -4.455
C 0.523 -3.981 -1.314
C 0.169 -4.725 -0.181
C 0.992 -5.746 0.255
C 2.167 -6.026 -0.435
C 2.534 -5.263 -1.534
C 1.724 -4.227 -1.972
H -2.546 0.483 1.332
H -4.376 -1.910 0.391
H -5.494 -3.295 -0.906
H -5.661 -5.093 -2.588
H -3.632 -5.834 -3.798
H -1.451 -4.794 -3.298
H -1.336 -0.089 -2.611
H -1.360 1.008 -4.819
H -0.446 -0.170 -6.789
H 0.483 -2.450 -6.552
H 0.507 -3.560 -4.369
H -0.754 -4.506 0.346
H 0.725 -6.318 1.133
H 2.799 -6.839 -0.106
H 3.462 -5.471 -2.050
H 2.029 -3.617 -2.812
Br 3.035 -0.818 -3.390
C 3.688 0.958 -3.017
Br 2.866 1.730 -1.445
H 3.447 1.584 -3.866
H 4.757 0.898 -2.861
C 1.860 3.345 4.136
C 1.473 2.274 3.123
C 2.659 1.963 2.210
C 1.004 1.010 3.843
O 0.412 2.814 2.334
Si -0.619 2.347 1.192
O -0.545 0.746 0.827
O -0.283 3.059 -0.205
C -0.595 4.204 -1.009
C -1.932 4.806 -0.598
C 0.521 5.229 -0.807
C -0.640 3.734 -2.463
O -2.167 2.457 1.687
C -2.946 3.072 2.740
C -2.121 4.047 3.568
C -3.492 1.950 3.623
C -4.123 3.807 2.089
H 2.716 3.018 4.726
H 1.030 3.551 4.813
H 2.120 4.270 3.621
H 3.468 1.507 2.781
H 3.023 2.879 1.744
H 2.347 1.276 1.419
H 1.784 0.646 4.513
H 0.760 0.229 3.123
H 0.113 1.226 4.437
H -1.879 5.142 0.437
H -2.728 4.064 -0.686
H -2.167 5.659 -1.233
H 0.559 5.534 0.240
H 0.339 6.106 -1.428
H 1.483 4.791 -1.075
H -1.220 2.810 -2.525
H 0.364 3.536 -2.834
H -1.108 4.493 -3.089
H -1.362 3.515 4.141
H -2.772 4.579 4.260
H -1.618 4.770 2.925
H -2.672 1.354 4.033
H -4.145 1.294 3.046
H -4.062 2.374 4.447
H -3.803 4.752 1.656
H -4.879 4.017 2.845
H -4.566 3.189 1.308
Br 4.934 -2.101 5.050
C 4.647 -1.946 3.183
C 5.725 -1.862 2.311
C 5.493 -1.733 0.948
C 4.202 -1.634 0.461
C 3.133 -1.707 1.351
C 3.349 -1.893 2.715
C 1.755 -1.570 0.875
O 0.775 -1.955 1.566
O 1.501 -1.021 -0.268
H 6.736 -1.894 2.692
H 6.333 -1.703 0.267
H 4.012 -1.508 -0.597
H 2.507 -1.970 3.389
*
```

## Properties
* frontier orbital gap (spin up / spin down): 0.25327 / 0.17027 Eh
* E: -286811.5628 eV
* max |F|: 3.3 eV/Å

***

Record 2
Below is a molecular structure, C39H50Br3GeIN3OPtSi at a distorted geometry, with properties calculated with wB97M-V/def2-TZVPD.

Structure (ORCA input):
```
! RIJCOSX wB97M-V def2-TZVPD def2/J DEFGRID3
* xyz 1 1
Pt -0.511 -0.465 0.918
O 2.198 -6.837 1.331
C 1.613 -5.635 1.419
C 0.240 -5.434 1.300
C -0.241 -4.150 1.409
N 0.522 -3.072 1.637
C 1.822 -3.302 1.794
Br 2.894 -1.845 2.312
C 2.425 -4.536 1.670
H 1.545 -7.534 1.192
H -0.442 -6.258 1.126
H -1.309 -3.980 1.319
H 3.490 -4.664 1.794
C -1.929 -1.655 1.143
Ge -3.061 -2.192 -0.407
C -4.410 -0.788 -0.418
C -4.918 -0.419 0.830
C -5.924 0.531 0.930
C -6.422 1.128 -0.220
C -5.924 0.762 -1.464
C -4.919 -0.190 -1.564
C -3.859 -3.918 0.065
C -4.088 -4.857 -0.941
C -4.694 -6.071 -0.642
C -5.066 -6.362 0.664
C -4.845 -5.434 1.672
C -4.241 -4.219 1.373
C -1.968 -2.539 -1.986
C -1.926 -1.742 -3.126
C -1.005 -1.998 -4.133
C -0.124 -3.065 -4.023
C -0.185 -3.895 -2.912
C -1.105 -3.633 -1.906
H -2.050 -2.136 2.120
H -4.526 -0.875 1.736
H -6.318 0.807 1.900
H -7.196 1.881 -0.146
H -6.317 1.224 -2.361
H -4.536 -0.457 -2.541
H -3.796 -4.641 -1.962
H -4.881 -6.787 -1.433
H -5.528 -7.313 0.896
H -5.153 -5.651 2.687
H -4.079 -3.501 2.173
H -2.606 -0.909 -3.244
H -0.979 -1.358 -5.006
H 0.599 -3.257 -4.806
H 0.474 -4.750 -2.832
H -1.162 -4.305 -1.059
Br -1.469 0.914 -0.999
C 1.567 4.266 1.777
C 1.980 4.308 0.294
C 0.711 4.413 -0.564
C 2.826 5.578 0.077
Si 2.999 2.776 -0.237
Br 1.660 0.972 0.663
C 3.021 2.392 -2.108
C 1.642 1.999 -2.654
C 3.973 1.227 -2.416
C 3.519 3.647 -2.851
C 4.645 2.531 0.695
C 5.729 3.363 -0.017
C 4.536 3.001 2.152
C 5.088 1.059 0.727
H 0.798 5.027 1.947
H 2.399 4.509 2.432
H 1.163 3.302 2.085
H 0.079 5.221 -0.181
H 0.126 3.487 -0.563
H 0.947 4.655 -1.600
H 2.250 6.451 0.398
H 3.096 5.726 -0.970
H 3.745 5.559 0.665
H 1.248 1.106 -2.169
H 1.747 1.775 -3.722
H 0.902 2.788 -2.559
H 3.681 0.316 -1.887
H 5.010 1.460 -2.174
H 3.928 1.012 -3.488
H 2.821 4.480 -2.757
H 3.615 3.418 -3.916
H 4.498 3.979 -2.497
H 5.456 4.417 -0.105
H 5.946 2.982 -1.016
H 6.655 3.310 0.562
H 4.408 4.081 2.227
H 5.464 2.746 2.673
H 3.715 2.510 2.680
H 5.158 0.610 -0.260
H 4.408 0.456 1.330
H 6.078 1.002 1.191
I -3.096 3.238 5.781
C -2.270 2.566 4.014
C -1.895 3.329 2.932
N -1.418 2.475 2.011
N -1.472 1.209 2.423
C -1.988 1.243 3.644
H -1.939 4.395 2.778
H -1.126 2.670 1.062
H -2.144 0.340 4.214
*
```

## Properties
* frontier orbital gap: 0.24283 Eh
* relative energy (zero: lowest compared OMol25 entry of this formula, charge and spin): 2.904 eV
* E: -333634.5476 eV
* max |F|: 1.5 eV/Å

***

Q: Look up the E of the first one.
A: -286811.5628 eV

***

Q: The lowest max |F| belongs to which entry?
A: C39H50Br3GeIN3OPtSi

***

Q: What is the max |F| in the first record?
A: 3.3 eV/Å